Entry i
DFT (the ωB97M-V functional and the def2-TZVPD basis) results for a 2-piece molecular cluster, C5H11NO3 overall.

```
20
Properties=species:S:1:pos:R:3:mulliken_charge:R:1
C -1.13079 1.92305 -0.43490 -0.943
N -0.33866 0.70076 -0.51328 -0.083
C -0.95663 -1.00672 0.70244 0.764
O -2.13191 -1.28321 0.07292 -0.455
O -0.92911 -0.74734 1.89099 -0.618
H -2.81211 -1.26352 0.77127 0.358
H -0.68220 0.05407 -1.21771 0.321
H -1.11978 2.40012 -1.41620 0.343
H -0.71853 2.58339 0.32762 0.301
H -2.17109 1.68522 -0.20988 0.311
C 2.03095 0.56255 0.45087 -1.098
C 0.21678 -2.10434 0.03652 -1.113
C 1.11254 0.77684 -0.72131 0.523
O 1.51503 1.39298 -1.69684 -0.552
H 2.64342 1.45510 0.61020 0.375
H 1.51262 0.34653 1.38430 0.274
H 0.04752 -2.96026 0.69276 0.356
H -0.09047 -2.35338 -0.98069 0.347
H 1.28938 -1.92462 0.09692 0.300
H 2.71306 -0.23721 0.15398 0.290
```

HOMO   -9.29 eV
Total charge   0
Gap between HOMO and LUMO   0.3642 Ha

***

Entry ii
DFT (the ωB97M-V functional and the def2-TZVPD basis) results for C5H11NO3 as an isolated structure.

```
20
Properties=species:S:1:pos:R:3:mulliken_charge:R:1
C -1.87150 -0.74608 0.26302 -0.586
C -0.66310 -0.01927 -0.46176 0.134
C 1.56769 -0.25035 -0.81819 -0.740
C 1.49470 0.35606 0.49621 -0.342
C 0.01441 0.91144 0.44685 -0.089
H -3.49860 0.09949 -0.08785 0.373
H -1.41507 -1.46479 1.24141 0.148
H -2.50402 -1.44530 -0.63928 0.273
H -1.16869 0.69745 -1.06337 0.124
H 0.61848 -1.49509 -1.70784 0.243
H 2.02279 0.63712 -1.71686 0.228
H 2.45707 -1.10896 -0.77472 0.354
H 2.17193 1.06324 0.61954 0.675
H 1.31613 -1.27545 1.24773 0.298
H -0.36459 0.78739 1.39585 0.282
H 0.46253 2.46560 0.50783 0.406
N 0.34463 -0.99221 -0.92260 -0.279
O -2.80038 0.15760 0.58919 -0.481
O 1.72672 -0.64723 1.59177 -0.529
O 0.08887 2.26935 -0.20692 -0.494
```

HOMO   -9.30 eV
Total charge   0
Gap between HOMO and LUMO   0.3672 Ha

***

Entry iii
DFT (the ωB97M-V functional and the def2-TZVPD basis) results for the molecule C5H11NO3.

```
20
Properties=species:S:1:pos:R:3:mulliken_charge:R:1
C -0.80690 -0.74617 1.39923 -0.306
C -1.02793 -0.86604 -0.25641 -0.256
C 1.83025 0.81647 -1.20264 -1.233
C -1.81618 0.29677 -0.83652 -1.138
N 0.70836 0.99285 0.93674 0.000
C 1.43626 0.17827 0.09886 0.602
O -0.36147 0.57272 1.73000 -0.339
O -0.00535 -1.71074 1.87032 -0.631
O 1.92152 -0.89605 0.49127 -0.599
H 0.98139 -1.59488 1.37716 0.483
H 1.02152 1.93110 1.18510 0.244
H -1.80729 -0.80397 1.84506 0.471
H -1.63174 -1.77600 -0.26287 0.426
H -0.16180 -1.12239 -0.86300 0.285
H 2.56878 1.60010 -1.01782 0.403
H 2.26523 0.06842 -1.86129 0.335
H 0.96599 1.27597 -1.68487 0.305
H -1.26141 1.23197 -0.80832 0.256
H -2.08953 0.09017 -1.87070 0.341
H -2.72974 0.46141 -0.26929 0.349
```

HOMO   -9.04 eV
Total charge   0
Gap between HOMO and LUMO   0.3509 Ha

***

Most stable: entry i. Least stable: entry ii.

***

Entry i
DFT (the ωB97M-V functional and the def2-TZVPD basis) results for C5H11NO3 as an isolated structure.

```
20
Properties=species:S:1:pos:R:3:mulliken_charge:R:1
C 0.88273 -0.15557 -0.20882 0.530
C -1.11026 -1.29568 0.98275 -0.963
C -1.66721 0.51678 -0.52210 -1.035
C 0.99494 -0.16291 -1.71040 -1.410
N -0.68423 -0.05044 0.37833 0.099
C 0.81677 1.17857 0.52048 0.833
O 1.67794 -1.08381 0.37603 -0.567
O 1.36942 1.02601 1.79164 -0.549
O 0.73511 2.26617 -0.02586 -0.634
H 1.79436 -0.81546 1.31113 0.366
H 1.59336 1.91550 2.11112 0.356
H -1.26418 -2.08729 0.23776 0.320
H -2.05864 -1.13546 1.49607 0.347
H -0.36716 -1.62043 1.70105 0.299
H -2.60270 0.66559 0.02106 0.361
H -1.86390 -0.12713 -1.39583 0.297
H -1.32442 1.49880 -0.84842 0.313
H 0.61386 0.76068 -2.13177 0.320
H 0.42446 -1.00719 -2.09890 0.328
H 2.03975 -0.28673 -1.98531 0.388
```

HOMO   -8.99 eV
Total charge   0
Gap between HOMO and LUMO   0.3574 Ha

***

Entry ii
DFT (the ωB97M-V functional and the def2-TZVPD basis) results for a 2-piece molecular cluster, C5H11NO3 overall.

```
20
Properties=species:S:1:pos:R:3:mulliken_charge:R:1
O -0.22387 -0.47208 2.22725 -0.596
C -0.65812 0.64231 2.09328 0.579
O -1.14689 1.35345 3.12567 -0.467
C -0.69791 1.41925 0.79912 -0.499
C -0.70752 0.52114 -0.43095 -0.951
C 0.59654 0.26647 -1.11804 0.704
C 0.97483 0.82518 -2.26738 -1.061
N 1.39184 -0.66183 -0.43366 -0.475
H -1.09270 0.79720 3.92517 0.347
H 0.15311 2.10638 0.84233 0.347
H -1.56268 2.08028 0.80997 0.328
H -1.03467 -0.47013 -0.10778 0.310
H -1.46539 0.80925 -1.13357 0.508
H 1.88669 0.51985 -2.77317 0.270
H 0.33864 1.46815 -2.85063 0.291
H 1.00578 -0.94514 0.45354 0.199
H 2.38465 -0.71721 -0.55464 0.178
H 0.00108 -2.39849 -0.86614 0.385
H 0.28983 -3.88151 -0.79249 0.294
O -0.43326 -3.26253 -0.94788 -0.688
```

HOMO   -8.32 eV
Total charge   0
Gap between HOMO and LUMO   0.3285 Ha

***

Most stable: entry ii. Least stable: entry i.

***

Entry i
DFT (the ωB97M-V functional and the def2-TZVPD basis) results for a 2-piece molecular cluster, C5H11NO3 overall.

```
20
Properties=species:S:1:pos:R:3:mulliken_charge:R:1
C -1.59493 1.06676 0.47427 -0.930
C 0.32731 -0.32326 -1.47633 -1.217
C 0.65914 -1.56666 0.64324 -1.047
C -0.08658 0.82163 0.80976 -0.728
C 0.38612 -0.41760 0.02106 0.609
N 3.54033 0.36783 -0.02376 1.093
O 4.61133 0.78236 0.25949 -0.614
O 3.32518 -0.97339 0.19479 -0.533
O 2.62417 0.90001 -0.46365 -0.511
H -2.11283 0.00494 0.49426 0.270
H -1.71073 1.61966 -0.55459 0.286
H -2.11015 1.73747 1.28254 0.314
H 1.30748 -0.19645 -1.80952 0.337
H -0.05906 -1.21154 -1.86033 0.417
H -0.26484 0.54379 -1.74238 0.296
H 2.26799 -1.21145 0.34778 0.390
H 0.62718 -1.49022 1.76198 0.288
H 0.72806 -2.49153 0.19516 0.467
H 0.16797 0.62925 1.81281 0.474
H 0.55198 1.59569 0.48989 0.338
```

HOMO   -10.16 eV
Total charge   0
Gap between HOMO and LUMO   0.4011 Ha

***

Entry ii
DFT (the ωB97M-V functional and the def2-TZVPD basis) results for a 2-piece molecular cluster, C5H11NO3 overall.

```
20
Properties=species:S:1:pos:R:3:mulliken_charge:R:1
C 1.73638 0.17492 0.32872 0.872
C 1.88252 1.05844 -0.87111 -1.321
C 2.13482 -1.10017 0.33553 -0.991
C 1.03361 0.79211 1.50058 -1.078
C -2.60211 -0.31154 -0.29863 0.694
N -3.88398 -0.40769 -0.70644 -0.389
O -0.47312 -1.03351 -0.83170 -0.251
O -1.86115 -1.25340 -0.95389 -0.331
O -2.16135 0.45968 0.50874 -0.538
H -4.13836 -1.04522 -1.43892 0.210
H -4.55928 0.23990 -0.34225 0.230
H 2.56921 0.63103 -1.59757 0.363
H 0.91117 1.19295 -1.34289 0.243
H -0.20580 -1.11999 0.14001 0.373
H 0.08367 1.22914 1.19665 0.311
H 2.08777 -1.70476 1.22830 0.304
H 2.69552 -1.51277 -0.48728 0.275
H 0.86448 0.06576 2.29421 0.282
H 1.64382 1.59864 1.91154 0.386
H 2.24218 2.04647 -0.57361 0.357
```

HOMO   -9.28 eV
Total charge   0
Gap between HOMO and LUMO   0.3704 Ha

***

Most stable: entry ii. Least stable: entry i.

***

Entry i
DFT (the ωB97M-V functional and the def2-TZVPD basis) results for a 2-piece molecular cluster, C3H11N overall.

```
15
Properties=species:S:1:pos:R:3:mulliken_charge:R:1
C -1.94754 1.30294 4.37806 -0.781
C -2.66674 2.63217 4.19362 -0.799
H -2.59834 0.46328 4.59556 0.273
H -1.22039 1.34972 5.17551 0.256
H -1.50146 0.98199 3.43482 0.255
H -3.75508 2.62424 4.13337 0.279
H -2.45555 3.28382 5.04865 0.254
H -2.30497 3.19273 3.34708 0.263
C 2.78566 -1.73915 -4.67487 -0.619
N 2.50061 -2.92449 -5.47898 -0.507
H 3.73763 -1.31198 -4.99061 0.226
H 2.91480 -1.93940 -3.60232 0.225
H 1.96307 -1.04540 -4.80775 0.279
H 3.03104 -3.74105 -5.22315 0.189
H 1.51724 -3.12943 -5.52896 0.206
```

HOMO   -9.02 eV
Total charge   0
Gap between HOMO and LUMO   0.3794 Ha

***

Entry ii
DFT (the ωB97M-V functional and the def2-TZVPD basis) results for a 2-piece molecular cluster, C3H11N overall.

```
15
Properties=species:S:1:pos:R:3:mulliken_charge:R:1
C -1.91885 -0.85488 -1.88154 -0.886
H -1.31475 -1.75593 -2.08443 0.244
H -2.93200 -1.02466 -1.45854 0.264
H -1.81639 -0.21693 -2.64755 0.277
H -1.48682 -0.57416 -0.93059 0.098
C 1.77367 -0.45177 0.73865 -0.746
N 0.48123 0.00852 1.11114 -0.247
C 0.24396 1.48209 0.92689 -1.061
H 2.51061 0.36773 0.47974 0.254
H 2.28210 -1.02768 1.55049 0.278
H 1.59939 -1.13358 -0.15082 0.200
H 0.04821 -0.30252 2.01350 0.235
H 1.04583 2.17437 1.17250 0.345
H -0.71800 1.71453 1.28115 0.376
H 0.20182 1.59488 -0.12059 0.370
```

HOMO   -8.43 eV
Total charge   0
Gap between HOMO and LUMO   0.3507 Ha

***

Most stable: entry i. Least stable: entry ii.